(1)
# C11H22NO4

A 2-piece molecular cluster, C11H22NO4 overall at a distorted geometry (ωB97M-V/def2-TZVPD, OMol25).

Results
Frontier orbital gap (hartree): 0.352
E_LUMO (eV): -3.345
HOMO energy (eV): -12.935
M (g mol⁻¹): 232.3
Total charge: +1
Relative energy (zero: lowest compared OMol25 entry of this formula, charge and spin) (kcal per mole): 54.2
E_tot (eV): -21436.41215

Geometry as XYZ:
```
38
C11H22NO4, DFT ωB97M-V/def2-TZVPD
O 1.946 3.251 -4.247
O 1.907 5.385 -4.955
O 0.736 0.903 0.556
O 1.397 4.886 -2.821
N 0.712 -2.025 0.354
C -1.244 -2.580 1.972
C -2.530 -1.869 1.401
C -0.244 -3.063 0.893
C 1.764 4.589 -4.095
C 0.123 -1.143 -0.727
C 1.110 3.661 -2.156
C -2.936 -0.719 2.370
C 1.907 2.660 -2.953
C 0.803 0.117 1.753
C 1.442 -1.237 1.404
C -0.246 0.279 -0.254
H -2.402 -1.543 0.364
H -4.021 -0.670 2.525
H 0.915 -1.026 -1.482
H 2.471 -1.116 1.040
H -0.695 -1.645 -1.252
H 1.428 -2.561 -0.130
H 1.528 -1.884 2.289
H -0.801 -1.987 2.775
H -2.507 -0.860 3.372
H 0.033 3.475 -2.206
H -2.634 0.278 2.017
H 1.435 1.678 -2.991
H -1.624 -3.495 2.450
H 1.414 3.704 -1.112
H 1.496 0.639 2.418
H -3.367 -2.578 1.403
H -1.210 0.355 0.266
H 2.929 2.548 -2.582
H -0.203 0.053 2.181
H 0.346 -3.908 1.268
H -0.339 0.893 -1.161
H -0.839 -3.445 0.053
```



(2)
# C4H7NO

A single C4H7NO molecule (ωB97M-V/def2-TZVPD, OMol25).

Results
Frontier orbital gap (hartree): 0.403
SMILES: OC[C@H]1[C@H]2CN21
E_LUMO (eV): 1.129
HOMO energy (eV): -9.827
M (g mol⁻¹): 85.1
Total charge: 0
Relative energy (zero: lowest compared OMol25 entry of this formula, charge and spin) (kcal per mole): 78.6
E_tot (eV): -7796.23601

Geometry as XYZ:
```
13
C4H7NO, DFT ωB97M-V/def2-TZVPD
O 0.421 1.548 -1.071
N -0.959 -0.807 -0.391
C -1.353 0.161 0.674
C 0.497 -0.723 -0.123
C -0.441 -0.935 0.987
C 1.247 0.567 -0.480
H -0.261 1.070 -1.565
H 2.055 0.298 -1.176
H 1.710 1.021 0.401
H -0.602 -1.823 1.586
H -2.402 0.068 0.941
H 1.017 -1.624 -0.452
H -0.975 1.177 0.634
```



(3)
# C5H6S

A single C5H6S molecule at a distorted geometry (ωB97M-V/def2-TZVPD, OMol25).

Results
Frontier orbital gap (hartree): 0.319
SMILES: C#C[C@H](C)C=S
E_LUMO (eV): -0.183
HOMO energy (eV): -8.856
M (g mol⁻¹): 98.2
Total charge: 0
Relative energy (zero: lowest compared OMol25 entry of this formula, charge and spin) (kcal per mole): 49.0
E_tot (eV): -16114.41408

Geometry as XYZ:
```
12
C5H6S, DFT ωB97M-V/def2-TZVPD
S 0.466 -1.446 2.524
C -0.325 -0.757 1.361
C 0.206 -0.827 -1.246
C -0.174 1.282 0.090
C -0.497 2.450 0.051
C 0.385 -0.127 0.172
H -0.778 -0.666 -1.612
H 0.942 -0.487 -2.002
H 1.402 -0.293 0.428
H 0.459 -1.895 -1.144
H -1.415 -0.716 1.463
H -0.672 3.482 -0.086
```



(4)
# C3H9NO3

C3H9NO3 as an isolated structure at a distorted geometry (ωB97M-V/def2-TZVPD, OMol25).

Results
Frontier orbital gap (hartree): 0.320
E_LUMO (eV): 0.164
HOMO energy (eV): -8.533
M (g mol⁻¹): 107.1
Total charge: 0
Relative energy (zero: lowest compared OMol25 entry of this formula, charge and spin) (kcal per mole): 99.4
E_tot (eV): -10886.27151

Geometry as XYZ:
```
16
C3H9NO3, DFT ωB97M-V/def2-TZVPD
O -1.218 1.831 0.063
O -1.386 -0.212 -0.861
O 0.987 0.471 -1.682
N 1.203 -0.237 0.494
C 1.338 0.661 -0.445
C -1.654 0.495 0.167
C 1.064 -1.654 0.152
H 0.399 0.022 1.272
H -2.663 0.407 0.598
H -0.871 0.095 1.257
H 1.606 -1.873 -0.768
H -0.046 0.060 -1.633
H -1.812 2.416 0.557
H 1.488 -2.244 0.963
H 1.550 1.683 -0.137
H 0.015 -1.920 0.002
```



(5)
# C16H23B3Br12ClIN2O6P

C16H23B3Br12ClIN2O6P as an isolated structure at a distorted geometry (ωB97M-V/def2-TZVPD, OMol25).

Results
Frontier orbital gap (hartree): 0.205
E_LUMO (eV): 1.300
HOMO energy (eV): -4.284
M (g mol⁻¹): 1524.0
Total charge: -1
Relative energy (zero: lowest compared OMol25 entry of this formula, charge and spin) (kcal per mole): 38.9
E_tot (eV): -904686.86143

Geometry as XYZ:
```
65
C16H23B3Br12ClIN2O6P, DFT ωB97M-V/def2-TZVPD
I -2.252 -2.226 -4.719
Br 6.085 -5.658 -5.762
Br 3.160 1.601 8.230
Br 3.494 -6.775 -7.266
Br 5.222 -2.465 -2.686
Br 2.581 -4.272 -2.790
Br -0.704 -0.495 6.016
Br -2.703 -2.497 7.507
Br -2.793 -2.221 4.320
Br 5.205 3.625 6.828
Br 3.076 -2.308 -0.322
Br 4.407 -8.062 -4.484
Br 3.043 2.044 5.065
Cl -3.941 3.360 -2.762
P -2.428 2.446 -1.615
O -1.495 3.709 -1.008
O 0.937 -1.062 -4.085
O 1.573 -0.068 1.378
O -4.589 -0.516 -1.763
O -1.547 -0.572 -2.258
O -2.078 0.921 -3.942
N 1.475 1.336 -3.944
N -0.272 0.061 2.731
C 0.853 3.481 3.989
C -0.204 1.366 3.293
C 0.355 -0.047 1.439
C 0.188 0.699 -0.989
C -1.535 3.168 4.474
C 4.339 -6.457 -5.560
C -1.683 -2.152 5.902
C -0.498 0.379 -2.371
C -0.340 3.972 4.559
C 3.901 -3.427 -1.656
C -1.356 1.603 -2.937
C 4.176 1.998 6.635
C -0.462 -0.187 0.124
C -5.153 -0.131 -4.317
C 0.950 2.181 3.350
C -1.460 1.907 3.861
B 0.660 0.168 -3.484
B -4.128 -0.376 -3.105
B -2.461 -0.422 -3.390
H -5.281 0.983 -4.377
H 4.885 1.190 6.502
H 0.914 1.918 -4.564
H -6.167 -0.563 -4.152
H -4.747 -0.432 -5.304
H 1.896 1.829 2.903
H 0.069 1.758 -0.666
H -2.071 4.144 -0.358
H -1.531 0.075 0.254
H 1.401 -1.672 -3.494
H -0.425 -1.260 -0.176
H -0.752 2.470 -3.309
H 4.423 -4.219 -1.132
H 1.759 4.103 4.050
H -0.954 -2.948 5.813
H -2.495 3.519 4.893
H -2.388 1.307 3.803
H 3.721 -5.741 -5.027
H -5.369 -1.091 -1.731
H -1.222 -0.305 2.719
H 1.278 0.479 -1.029
H 1.833 1.874 -3.158
H -0.378 4.953 5.058
```



(6)
# C34H36N5O3SSeW

C34H36N5O3SSeW as an isolated structure (ωB97M-V/def2-TZVPD, OMol25).

Results
Frontier orbital gap (spin up / spin down) (hartree): 0.249 / 0.245
E_LUMO (spin up / spin down) (eV): -6.681 / -6.806
HOMO energy (spin up / spin down) (eV): -13.454 / -13.478
M (g mol⁻¹): 857.6
Multiplicity: 2
Total charge: +2
Relative energy (zero: lowest compared OMol25 entry of this formula, charge and spin) (kcal per mole): 1.9
E_tot (eV): -127431.30158

Geometry as XYZ:
```
81
C34H36N5O3SSeW, DFT ωB97M-V/def2-TZVPD
W 0.245 0.296 -0.368
Se 2.314 1.770 -0.084
S 0.267 1.091 -2.672
O -1.400 1.352 -0.388
O -0.686 -1.205 -1.051
O 0.451 0.413 1.567
N 2.726 3.472 -2.360
N -2.065 1.639 -1.535
N 1.532 -1.297 0.220
N 3.667 1.512 -2.616
N 2.169 -1.093 1.438
C 3.685 0.270 5.138
C 6.004 0.745 -0.636
C -0.800 -4.030 -3.304
C -1.175 -2.882 -2.637
C 0.428 -4.651 -3.038
C -3.426 2.289 -3.776
C -1.403 1.560 -2.710
C 3.421 4.471 -4.586
C 2.855 5.221 1.253
C 1.560 -0.171 2.101
C 3.347 3.485 -3.606
C 1.723 -2.455 -0.331
C -2.108 1.899 -3.865
C 4.115 4.145 -5.732
C 1.312 1.280 4.090
C 2.978 5.670 -1.253
C 4.199 0.164 -2.367
C 4.639 1.910 -4.928
C -4.060 2.351 -2.531
C 3.939 2.242 -3.772
C 2.965 1.236 5.831
C 4.715 2.884 -5.900
C 3.730 5.236 0.003
C 3.224 -0.196 3.921
C -0.307 -2.323 -1.707
C 1.781 1.739 5.309
C 2.923 2.274 -1.804
C 1.270 -4.116 -2.094
C 5.615 -0.207 0.491
C 5.688 0.200 -2.029
C -3.353 2.019 -1.410
C 2.034 0.311 3.395
C 2.013 4.614 -1.783
C 0.927 -2.930 -1.422
H 4.566 5.918 0.158
H 5.517 1.718 -0.497
H 4.536 -0.358 0.558
H 3.328 1.595 6.784
H 4.206 4.879 -6.521
H 2.965 5.443 -4.460
H -3.740 2.032 -0.402
H 6.083 -1.183 0.350
H 6.200 0.796 -2.788
H 1.376 5.020 -2.569
H 4.604 -0.121 5.551
H 0.387 1.662 3.679
H 3.431 4.912 2.125
H 2.454 6.216 1.453
H 2.398 6.572 -1.043
H 3.617 -0.277 -1.558
H 6.074 -0.818 -2.119
H 4.181 4.248 -0.154
H 5.104 0.943 -5.059
H 1.374 4.227 -0.990
H -1.469 -4.462 -4.036
H -1.596 1.839 -4.814
H -5.092 2.652 -2.435
H 5.253 2.676 -6.814
H 4.016 -0.414 -3.273
H 2.467 -3.100 0.129
H 3.772 -0.951 3.375
H 2.207 -4.602 -1.851
H 2.012 4.532 1.159
H 3.683 5.928 -2.046
H 5.946 0.184 1.453
H 0.700 -5.557 -3.559
H 1.219 2.486 5.853
H -2.129 -2.405 -2.816
H -3.973 2.546 -4.673
H 7.075 0.942 -0.582
```



(7)
# C14H18Cl2HoN2

C14H18Cl2HoN2 as an isolated structure at a distorted geometry (ωB97M-V/def2-TZVPD, OMol25).

Results
Frontier orbital gap (spin up / spin down) (hartree): 0.163 / 0.166
E_LUMO (spin up / spin down) (eV): 2.520 / 2.519
HOMO energy (spin up / spin down) (eV): -1.917 / -1.995
M (g mol⁻¹): 450.1
Multiplicity: 5
Total charge: -1
Relative energy (zero: lowest compared OMol25 entry of this formula, charge and spin) (kcal per mole): 17.6
E_tot (eV): -68631.11326

Geometry as XYZ:
```
37
C14H18Cl2HoN2, DFT ωB97M-V/def2-TZVPD
Ho 0.665 1.025 0.167
Cl 1.141 2.018 2.278
Cl 0.253 3.227 -0.496
N 0.147 -2.944 2.271
N 0.168 -0.891 1.364
C -1.103 1.541 -2.793
C -0.147 1.714 -3.985
C -0.660 0.479 -1.818
C 1.315 1.546 -3.559
C 0.665 -2.148 1.300
C -2.244 -1.409 4.635
C 2.418 0.529 0.039
C -1.457 0.136 2.910
C 0.530 -0.212 -1.931
C -0.684 -0.907 2.403
C -0.689 -2.148 2.961
C -2.244 -0.124 4.044
C -1.460 -2.447 4.087
C 1.531 0.137 -3.002
H 0.628 -1.193 -1.475
H -1.453 0.069 -1.197
H 1.986 1.717 -4.408
H 2.557 0.018 -2.632
H -0.305 2.698 -4.440
H 1.403 -2.474 0.580
H 3.100 0.832 0.843
H 2.894 0.021 -0.807
H 0.368 -3.947 2.458
H -2.099 1.243 -3.150
H 1.556 2.283 -2.785
H -1.452 1.118 2.456
H -2.849 0.666 4.471
H -1.230 2.492 -2.268
H 1.426 -0.606 -3.810
H -2.849 -1.594 5.512
H -1.450 -3.431 4.533
H -0.378 0.964 -4.755
```



(8)
# C34H33O8P2

A 3-piece molecular cluster, C34H33O8P2 overall (ωB97M-V/def2-TZVPD, OMol25).

Results
Frontier orbital gap (hartree): 0.157
E_LUMO (eV): 0.943
HOMO energy (eV): -3.331
M (g mol⁻¹): 631.6
Total charge: -1
E_tot (eV): -70751.56307

Geometry as XYZ:
```
77
C34H33O8P2, DFT ωB97M-V/def2-TZVPD
P 1.988 1.500 -3.738
P 1.185 0.011 -2.163
O 5.985 1.166 -3.147
O -0.336 -5.501 4.169
O -1.083 3.804 -0.075
O 2.341 -1.191 -2.226
O -3.637 -2.763 0.937
O -4.979 1.183 2.532
O -0.104 -0.639 -2.963
O 5.991 1.847 -5.281
C -4.447 -5.804 4.803
C 4.037 3.129 -2.379
C -4.113 1.775 1.920
C -2.205 1.553 -1.340
C -2.477 3.685 1.819
C -1.974 3.211 0.489
C -1.405 -3.367 1.442
C -2.790 0.425 -1.901
C 0.491 -2.587 0.180
C -3.957 3.495 3.711
C -1.069 -4.892 3.416
C -3.397 4.634 4.262
C -2.878 -3.388 1.646
C -4.783 -4.288 2.967
C -5.301 -5.073 3.982
C -1.912 4.825 2.379
C 5.610 2.023 -4.156
C -2.621 2.006 -0.096
C 1.341 -3.282 1.031
C 7.392 1.026 -2.966
C -3.078 -5.741 4.612
C -3.779 -0.264 -1.212
C 2.538 2.797 -2.451
C -0.880 -2.628 0.390
C 4.783 3.204 -3.717
C 0.827 -4.020 2.086
C 7.635 -0.141 -2.027
C -0.546 -4.073 2.295
C -3.627 1.315 0.594
C -4.194 0.177 0.035
C -3.498 3.014 2.489
C -3.409 -4.228 2.766
C -2.554 -4.951 3.595
C -2.371 5.298 3.597
H 2.553 -1.447 -3.138
H -3.758 5.008 5.212
H -1.930 6.186 4.031
H 1.507 0.428 -4.728
H -4.952 -0.357 0.591
H 7.770 -1.070 -2.579
H 0.883 -2.007 -0.643
H -1.548 -2.080 -0.263
H 1.931 3.695 -2.606
H 8.523 0.027 -1.419
H 0.604 2.066 -3.727
H -4.854 -6.422 5.594
H 7.798 1.956 -2.553
H 5.528 4.009 -3.666
H -1.421 2.076 -1.873
H -4.753 2.960 4.212
H 4.547 2.416 -1.731
H 2.248 2.410 -1.468
H -4.218 -1.157 -1.638
H -2.396 -6.297 5.240
H -5.428 -3.712 2.317
H 3.318 0.853 -3.704
H 0.093 -0.817 -3.903
H -2.449 0.086 -2.868
H -1.116 5.324 1.844
H 2.410 -3.239 0.865
H -6.371 -5.119 4.137
H 4.147 4.104 -1.894
H 2.363 2.350 -4.860
H 7.858 0.856 -3.939
H 4.120 3.453 -4.544
H 6.779 -0.257 -1.365
H 1.476 -4.565 2.757
```



Q: E_tot of number 6 (C34H36N5O3SSeW)?
A: -127431.30158 eV



Q: What is the M in the fifth record?
A: 1524.0 g mol⁻¹